Density functional theory data (ωB97M-V/def2-TZVPD) for a 2-piece molecular cluster, C3H9N2O2S overall at a distorted geometry.

Structure (XYZ):
```
17
C3H9N2O2S ωB97M-V/def2-TZVPD
C 1.3234 -0.6492 0.6908
C -0.1124 -0.8983 1.1916
S -0.8313 0.3716 2.3270
N 1.4324 -0.7492 -0.7608
C 0.8939 0.0523 -1.7416
N 0.0268 1.0538 -1.3691
O 1.0513 -0.2672 -2.9107
H 1.5656 0.3925 0.9253
H 1.9463 -1.4048 1.1510
H -0.8663 -0.7921 0.4095
H -0.1472 -1.8361 1.7328
H 2.1985 -1.2932 -1.1117
H -0.7200 0.9454 -0.7121
H -0.0860 1.8117 -2.0169
H -3.2407 0.8185 0.8357
H -1.8858 1.1934 1.0476
O -2.5485 1.2510 0.3116
```

Results
E, eV: -21166.02591
⟨S²⟩: 0.75
2S+1: 2
Total charge: 0

Atomic partial charges in e from the natural (NBO) method, atoms 1 to 2:
1 C -0.24
2 C -0.55

Density functional theory data (ωB97M-V/def2-TZVPD) for C32H34CrN4O4S as an isolated structure at a distorted geometry.

Structure (XYZ):
```
76
C32H34CrN4O4S ωB97M-V/def2-TZVPD
Cr -0.4504 -1.1831 1.2136
C -2.7176 5.0310 -1.5848
C -1.5209 4.0709 -1.6521
C -0.6381 4.4194 -2.8621
C -0.6809 4.2423 -0.3832
C -2.0067 2.6353 -1.8172
C -2.8516 2.3097 -2.8934
C -3.2724 1.0185 -3.1289
C -2.8342 0.0198 -2.2695
S -3.1771 -1.6843 -2.3162
C -2.2095 -1.9012 -0.9069
N -1.6429 -0.8087 -0.4433
C -1.9921 0.3100 -1.1920
C -1.5952 1.6276 -0.9656
C -1.9762 -3.1562 -0.2358
C -2.4832 -4.3842 -0.6622
C -2.1267 -5.5306 0.0206
C -1.2593 -5.4471 1.1053
C -0.7655 -4.2171 1.5233
C -1.1285 -3.0447 0.8743
H -2.3681 6.0441 -1.3790
H -3.4037 4.7386 -0.7877
H -3.2692 5.0541 -2.5246
H -0.2736 5.4453 -2.7798
H -1.1908 4.3291 -3.7973
H 0.2181 3.7433 -2.8977
H -0.3635 5.2830 -0.3036
H 0.2119 3.6137 -0.4155
H -1.2650 3.9989 0.5083
H -3.1874 3.0863 -3.5680
H -3.9229 0.7850 -3.9614
H -0.9173 1.8211 -0.1508
H -3.1449 -4.4347 -1.5199
H -2.5121 -6.4918 -0.2918
H -0.9577 -6.3493 1.6224
H -0.0874 -4.1825 2.3673
C 0.6470 -2.8552 5.2149
C 0.9785 -2.1111 3.9516
O 0.0965 -1.8574 3.1208
N 2.2390 -1.7069 3.7981
C 2.7045 -0.9948 2.6076
C 2.1964 0.4264 2.5289
C 3.0674 1.4964 2.6776
C 2.5772 2.7892 2.5846
C 1.2253 2.9742 2.3542
C 0.4286 1.8512 2.2206
N 0.8931 0.6057 2.2978
H -0.2501 -3.4469 5.0521
H 0.4479 -2.1454 6.0193
H 1.4615 -3.5081 5.5240
H 2.9068 -1.9226 4.5179
H 2.3730 -1.5393 1.7234
H 3.7909 -0.9945 2.6281
H 4.1193 1.3170 2.8553
H 3.2419 3.6356 2.6958
H 0.7948 3.9619 2.2696
H -0.6353 1.9532 2.0335
O 2.1652 1.2049 -2.6451
C 2.5059 -0.0893 -2.8549
C 3.2302 -0.4546 -3.9884
C 3.5840 -1.7715 -4.2101
C 3.2165 -2.7570 -3.3030
C 2.4991 -2.4028 -2.1785
C 2.1360 -1.0764 -1.9295
C 1.3585 -0.7721 -0.6998
O 0.9417 0.3544 -0.4102
O 1.0515 -1.7838 0.0541
H 2.4924 1.7322 -3.3806
H 3.5183 0.3123 -4.6999
H 4.1515 -2.0289 -5.0949
H 3.4885 -3.7889 -3.4783
H 2.1943 -3.1514 -1.4611
N -2.2847 -0.6055 2.3671
H -2.7099 -1.4855 2.6437
H -2.9754 -0.0923 1.8299
H -2.1053 -0.0839 3.2190
```

Results
E, eV: -87140.50707
⟨S²⟩: 0.79
2S+1: 2
Total charge: +1

Atomic partial charges in e from the Mulliken method, atoms 1 to 2:
1 Cr 0.12
2 C -1.81

Density functional theory data (ωB97M-V/def2-TZVPD) for a single CHFN2O3 molecule at a distorted geometry.

Structure (XYZ):
```
8
CHFN2O3 ωB97M-V/def2-TZVPD
O -2.8248 0.5349 -0.0495
N -1.6572 0.8076 -0.1031
O -0.8635 -0.2702 0.1093
C 0.6440 0.1976 0.0826
F 0.9655 0.9387 1.1840
N 1.4779 -0.9582 0.0395
O 1.1335 -1.9813 -0.4700
H 1.1247 0.7310 -0.7927
```

Results
E, eV: -12886.87520
Structure (SMILES): O=NO[C@@H](F)N=O
Total charge: 0

Atomic partial charges in e from the natural (NBO) method, atoms 1 to 2:
1 O -0.27
2 N 0.34

Density functional theory data (ωB97M-V/def2-TZVPD) for C29H38AsMoN8O4PSTe as an isolated structure.

Structure (XYZ):
```
84
C29H38AsMoN8O4PSTe ωB97M-V/def2-TZVPD
Mo -0.7884 0.1200 0.3737
C -3.6151 -4.3720 2.3833
N -3.3044 -2.9555 2.1286
C -3.9382 -1.8899 2.7117
C -3.3516 -0.7696 2.2116
N -2.3665 -1.1413 1.3263
C -2.3574 -2.4711 1.2949
P -1.2497 -3.5144 0.2957
C 0.3430 -2.7744 0.7633
N 0.6861 -1.5047 0.5522
C 1.9968 -1.3641 0.9364
C 2.4506 -2.5709 1.3613
N 1.4020 -3.4506 1.2490
C 1.4413 -4.8745 1.6106
C -1.3382 -2.5593 -1.2456
N -1.0278 -1.2718 -1.3774
C -1.0332 -1.0052 -2.7236
C -1.3553 -2.1363 -3.4005
N -1.5491 -3.1111 -2.4543
C -1.9020 -4.5119 -2.7319
H -4.4299 -4.4219 3.0973
H -3.9203 -4.8666 1.4663
H -2.7522 -4.8813 2.8025
H -4.7447 -2.0077 3.4187
H -3.5846 0.2574 2.4408
H 2.5207 -0.4256 0.8817
H 3.4207 -2.8663 1.7288
H 2.4406 -5.1130 1.9582
H 0.7356 -5.0831 2.4101
H 1.2125 -5.4956 0.7486
H -0.7780 -0.0401 -3.1100
H -1.4573 -2.3262 -4.4571
H -2.0674 -4.6186 -3.7980
H -1.0956 -5.1769 -2.4330
H -2.8121 -4.7862 -2.2064
O -1.1620 2.7481 5.7796
C -2.1200 3.1933 4.9874
O -2.9950 3.9295 5.3479
C -2.0921 2.7532 3.5543
C -2.9762 3.2201 2.6041
N -2.7024 2.5945 1.4547
N -1.6818 1.7387 1.5861
C -1.3110 1.8315 2.8622
C -0.2342 0.8948 3.2408
O 0.2610 0.8701 4.3436
O 0.0875 0.1115 2.2473
H -0.5629 2.1042 5.3374
H -3.7708 3.9472 2.7005
H -3.1570 2.6600 0.5567
C 7.1697 0.4736 -1.0830
C 5.7021 0.7629 -0.8975
C 5.2657 1.7688 -0.0479
C 3.9151 2.0755 0.1108
C 3.5283 3.1813 1.0661
C 2.9799 1.3369 -0.6266
Te 0.9547 1.9793 -0.5246
C 3.3833 0.2925 -1.4696
C 2.4163 -0.5442 -2.2636
C 4.7425 0.0264 -1.5854
H 7.7850 1.0919 -0.4305
H 7.4694 0.6694 -2.1149
H 7.3932 -0.5747 -0.8754
H 5.9964 2.3444 0.5115
H 4.3937 3.5153 1.6360
H 2.7646 2.8501 1.7704
H 3.1272 4.0453 0.5322
H 1.5317 -0.7878 -1.6792
H 2.8880 -1.4757 -2.5835
H 2.0898 -0.0112 -3.1652
H 5.0634 -0.7779 -2.2417
C -1.7900 4.4490 -1.6354
As -1.9544 2.7691 -2.5424
C -0.5217 2.6834 -3.8198
C -3.5361 2.9038 -3.6193
S -2.5565 1.2014 -1.1577
H -1.5769 5.2185 -2.3780
H -0.9822 4.4085 -0.9094
H -2.7365 4.6700 -1.1494
H -0.8500 3.3249 -4.6386
H -0.3568 1.6740 -4.1828
H 0.3838 3.0618 -3.3619
H -3.4581 3.7735 -4.2689
H -4.4028 2.9998 -2.9730
H -3.6359 2.0035 -4.2184
```

Results
E, eV: -140902.31876
⟨S²⟩: 2.02
2S+1: 3
Total charge: +2

Atomic partial charges in e from the Mulliken method, atoms 1 to 2:
1 Mo 0.50
2 C -0.81

Density functional theory data (ωB97M-V/def2-TZVPD) for C26H28N3RuS3Sb2 as an isolated structure at a distorted geometry.

Structure (XYZ):
```
63
C26H28N3RuS3Sb2 ωB97M-V/def2-TZVPD
Ru 1.3239 0.1360 -0.7047
C 3.3396 -1.3863 1.5409
C 2.3770 -2.3873 0.9750
C 2.4029 -3.7049 1.4908
C 1.5809 -4.6545 0.9769
C 0.7099 -4.3260 -0.0838
C -0.1323 -5.2775 -0.6967
C -0.9369 -4.9009 -1.7356
C -0.9275 -3.5737 -2.1933
C -0.1133 -2.6271 -1.6121
S -0.1003 -0.9997 -2.2080
C 0.7172 -2.9896 -0.5394
N 1.5360 -2.0381 0.0168
H 3.1065 -1.1768 2.5883
H 3.3210 -0.4619 0.9713
H 4.3528 -1.7890 1.5044
H 3.0970 -3.9376 2.2872
H 1.5992 -5.6717 1.3498
H -0.1122 -6.2980 -0.3358
H -1.5737 -5.6281 -2.2219
H -1.5671 -3.2761 -3.0145
S 2.3936 2.3546 -1.0992
C 3.1347 2.0112 -2.6415
C 3.2953 3.1162 -3.5403
N 3.3922 4.0317 -4.2303
C 3.5507 0.7780 -2.9554
S 3.3713 -0.5553 -1.8513
C 4.1779 0.4986 -4.2156
N 4.6677 0.2331 -5.2213
C -0.1679 -0.8544 2.8126
Sb 0.6745 0.8239 1.7993
C 2.1306 1.4131 3.2568
C -0.8316 2.2590 2.4023
C -2.2138 1.8501 1.9968
C -2.9368 1.0010 2.8360
C -4.1943 0.5345 2.4942
C -4.7683 0.9458 1.2996
C -4.0817 1.8266 0.4821
C -2.8042 2.2885 0.8046
C -2.1061 3.2091 -0.1410
Sb -0.8348 2.0757 -1.5109
C -2.5142 1.1818 -2.4977
C -0.5418 3.6073 -2.9693
H -0.3034 -0.6222 3.8684
H 0.4849 -1.7180 2.7027
H -1.1311 -1.0791 2.3570
H 1.8967 0.9349 4.2070
H 2.0967 2.4953 3.3722
H 3.1268 1.1265 2.9302
H -0.5284 3.2200 1.9913
H -0.7395 2.2971 3.4883
H -2.4999 0.7104 3.7850
H -4.7242 -0.1373 3.1566
H -5.7473 0.5871 1.0099
H -4.5474 2.1787 -0.4310
H -1.4911 3.9593 0.3534
H -2.8171 3.7144 -0.7945
H -3.2470 1.9619 -2.7076
H -2.9517 0.4146 -1.8625
H -2.1808 0.7268 -3.4280
H -1.5168 4.0255 -3.2147
H -0.0960 3.1612 -3.8571
H 0.1228 4.3814 -2.5929
```

Results
E, eV: -80048.87356
⟨S²⟩: 0.76
2S+1: 2
Total charge: 0

Atomic partial charges in e from the natural (NBO) method, atoms 1 to 2:
1 Ru 0.12
2 C -0.68

Density functional theory data (ωB97M-V/def2-TZVPD) for an isolated ion of composition C5H15N2 and charge +1 at a distorted geometry.

Structure (XYZ):
```
22
C5H15N2 ωB97M-V/def2-TZVPD
C -2.6280 -0.4861 -1.1584
N -1.5421 0.4845 -0.8491
C -1.0047 0.5538 0.4961
C 0.5256 0.5627 0.4644
C 1.0197 0.5393 1.9303
N 0.9402 -0.6093 -0.3745
C 2.3267 -0.6361 -0.8617
H -3.0553 -0.1554 -2.1115
H -3.4647 -0.3502 -0.4303
H -2.2397 -1.4980 -1.2099
H -1.9509 1.4018 -0.9839
H -1.3491 1.3903 1.1174
H -1.3476 -0.2757 1.1613
H 0.8797 1.4446 -0.0527
H 0.7972 -0.4183 2.4324
H 0.9001 1.4841 2.4373
H 2.1213 0.4600 1.8452
H 0.7524 -1.4953 0.1133
H 0.1674 -0.6634 -1.0680
H 3.0779 -0.8850 -0.1061
H 2.5890 0.4210 -1.0698
H 2.4847 -1.2693 -1.7218
```

Results
E, eV: -8401.51235
Structure (SMILES): CNC[C@@H](C)[NH2+]C
Total charge: +1

Atomic partial charges in e from the natural (NBO) method, atoms 1 to 2:
1 C -0.42
2 N -0.67